{"formula": "C4H4O2", "method": "ωB97M-V/def2-TZVPD", "e_tot_ev": -8303.995, "lumo_ev": 0.02, "largest_force_ha_per_bohr": 0.0132, "orbital_gap_ev": 9.64, "smiles": "C=C1C(=O)[C@@H]1O", "total_charge": 0, "e_above_lowest_kj_mol": 297.4, "species": ["O", "C", "C", "O", "C", "C", "H", "H", "H", "H"], "positions_angstrom": [[1.5545, 1.2749, -0.5615], [0.7276, 0.6573, 0.3308], [-0.6907, 0.9477, 0.3036], [-1.3358, 1.8184, -0.2512], [-0.6010, -0.4539, 0.2017], [-0.6887, -1.7542, 0.0392], [1.0185, 1.8692, -1.1121], [1.2893, 0.2388, 1.1596], [0.2307, -2.1486, -0.3613], [-1.5044, -2.4496, 0.2511]], "forces_ev_per_a": [[-0.27, -0.23, -0.25], [-0.03, 0.03, 0.21], [-0.23, 0.24, -0.12], [0.10, -0.06, 0.31], [0.15, -0.19, -0.27], [0.40, 0.27, -0.03], [0.06, -0.08, 0.12], [-0.34, 0.10, 0.10], [0.03, -0.65, -0.17], [0.11, 0.58, 0.11]], "nbo_charge": [-0.6623, 0.0590, 0.4113, -0.5565, -0.0510, -0.3600, 0.4946, 0.2178, 0.2164, 0.2306]}